77
Properties=species:S:1:pos:R:3 method="wB97M-V/def2-TZVPD" smiles="CCN(CC)C(=S)SCCCOC(=O)OCCC(F)(F)F.FC(F)C(F)(F)COC(F)(F)C(F)F.FC(F)C(F)(F)COC(F)(F)C(F)F" e_lumo_ev=-0.372 mol_weight_g_mol=811.56 homo_ev=-8.40 gap_ha=0.295
C 2.319 3.182 -0.415
C 2.203 3.364 1.133
N 0.862 3.058 1.634
C -0.150 4.020 1.164
C -1.318 3.260 0.468
C 0.873 2.909 3.057
S 1.545 4.062 4.001
S 0.223 1.480 3.904
C -1.415 1.070 3.228
C -1.362 0.229 1.915
C -0.856 -1.185 2.235
O -1.980 -1.999 2.658
C -1.694 -3.296 2.673
O -2.527 -4.075 2.545
O -0.392 -3.615 2.861
C -0.231 -4.724 3.758
C 1.282 -5.071 3.723
C 1.976 -4.785 5.033
F 3.265 -5.115 4.924
F 1.481 -5.480 6.036
F 1.952 -3.498 5.336
H 2.874 2.272 -0.660
H 1.329 3.185 -0.879
H 2.895 4.032 -0.799
H 2.942 2.704 1.601
H 2.540 4.387 1.361
H 0.272 4.698 0.413
H -0.559 4.649 1.966
H -1.864 2.703 1.233
H -1.980 3.951 -0.061
H -0.846 2.582 -0.236
H -1.883 0.416 3.977
H -2.080 1.934 3.136
H -0.689 0.722 1.211
H -2.388 0.129 1.538
H -0.053 -1.151 2.976
H -0.504 -1.606 1.289
H -0.773 -5.601 3.395
H -0.562 -4.480 4.773
H 1.751 -4.503 2.915
H 1.446 -6.125 3.478
C 1.963 -3.540 -0.145
C 1.465 -2.270 -0.851
C 1.726 -2.181 -2.354
F 3.043 -2.239 -2.640
F 1.260 -0.996 -2.824
F 1.955 -1.187 -0.211
F 0.112 -2.238 -0.674
O 3.226 -3.469 0.494
C 4.357 -3.643 -0.283
C 5.190 -2.365 -0.390
F 4.448 -1.337 -0.852
F 6.211 -2.553 -1.258
F 4.022 -4.137 -1.492
F 5.103 -4.587 0.327
H 1.262 -3.718 0.672
H 1.884 -4.421 -0.784
H 1.210 -2.986 -2.885
H 5.597 -2.089 0.585
C -2.553 1.697 -4.123
C -2.752 2.649 -2.934
C -4.196 2.873 -2.483
F -4.957 3.387 -3.470
F -4.218 3.756 -1.453
F -2.140 3.823 -3.198
F -2.084 2.100 -1.878
O -2.432 2.287 -5.406
C -3.594 2.630 -6.073
C -3.749 4.144 -6.230
F -3.685 4.767 -5.036
F -4.954 4.429 -6.776
F -4.662 2.067 -5.474
F -3.508 2.082 -7.304
H -1.588 1.218 -3.960
H -3.278 0.882 -4.121
H -4.644 1.936 -2.138
H -2.963 4.546 -6.873

=====

66
Properties=species:S:1:pos:R:3 method="wB97M-V/def2-TZVPD" s2=0.8013 e_lumo_ev="-9.208 / -8.836" multiplicity=2 mol_weight_g_mol=669.46 charge=+2 homo_ev="-14.15 / -14.31" gap_ha="0.182 / 0.201"
Mo 0.882 -0.467 -0.260
C 4.685 -3.798 3.669
C 3.739 -4.252 2.556
N 3.817 -3.398 1.393
C 2.938 -2.453 1.091
S 3.178 -1.492 -0.366
N 1.940 -2.200 1.904
N 1.140 -1.181 1.608
C 0.443 -0.682 2.655
C 0.533 -1.266 4.011
C -0.297 0.476 2.306
C -0.988 1.295 3.219
C -1.542 2.479 2.791
C -1.407 2.836 1.446
C -0.749 1.983 0.589
N -0.213 0.816 0.979
H 4.496 -4.390 4.562
H 4.523 -2.749 3.908
H 5.728 -3.928 3.392
H 2.708 -4.249 2.907
H 4.019 -5.265 2.248
H 4.671 -3.440 0.850
H 1.393 -1.927 4.075
H -0.368 -1.849 4.223
H 0.614 -0.498 4.775
H -1.049 1.002 4.253
H -2.052 3.136 3.478
H -1.801 3.771 1.084
H -0.604 2.267 -0.447
C 0.740 -3.923 -2.131
C -0.190 -3.255 -1.152
O -1.257 -3.656 -0.780
O 0.283 -2.095 -0.688
H 0.166 -4.383 -2.932
H 1.274 -4.728 -1.628
H 1.460 -3.211 -2.537
C -5.677 2.998 -2.433
C -4.336 2.397 -2.607
C -3.988 1.213 -1.954
C -2.724 0.663 -2.051
C -2.462 -0.673 -1.442
C -1.712 1.353 -2.791
C -0.337 1.048 -2.651
O 0.174 0.260 -1.792
C -2.102 2.476 -3.593
C -1.181 3.135 -4.558
C -3.384 2.983 -3.447
H -6.288 2.413 -1.750
H -6.187 3.075 -3.393
H -5.587 4.015 -2.048
H -4.740 0.710 -1.366
H -3.399 -1.210 -1.308
H -1.992 -0.591 -0.450
H -1.817 -1.271 -2.087
H 0.376 1.644 -3.228
H -0.538 3.852 -4.044
H -1.753 3.689 -5.299
H -0.546 2.423 -5.080
H -3.661 3.860 -4.009
F 1.924 1.281 -0.283
P 3.130 2.139 0.995
F 1.738 2.511 1.712
F 4.050 2.738 2.072
F 2.967 3.379 0.048
F 2.972 0.672 1.723
F 4.227 1.489 0.062

=====

70
Properties=species:S:1:pos:R:3 method="wB97M-V/def2-TZVPD" e_lumo_ev=-4.435 mol_weight_g_mol=700.55 charge=+1 homo_ev=-11.27 gap_ha=0.251
Ti -0.504 -0.062 0.323
F 4.178 0.761 3.335
C 3.082 1.223 2.771
F 2.066 1.157 3.621
F 3.252 2.466 2.365
S 2.690 0.184 1.294
O 1.344 0.691 0.885
O 3.729 0.323 0.347
N 2.516 -1.256 1.934
S 1.184 -1.943 1.523
O -0.022 -1.280 2.084
O 1.015 -2.107 0.092
C 1.313 -3.613 2.296
F 0.172 -4.238 2.016
F 2.324 -4.252 1.759
F 1.460 -3.499 3.598
C -4.288 0.949 -3.734
C -4.239 0.803 -2.237
C -5.372 0.426 -1.524
C -5.356 0.299 -0.138
C -6.606 -0.080 0.610
C -4.169 0.551 0.540
C -3.029 0.938 -0.155
C -3.061 1.058 -1.538
N -1.807 1.190 0.589
C -1.685 2.590 1.172
C -2.936 2.931 1.982
C -0.475 2.648 2.102
C -1.512 3.580 0.023
H -4.986 1.735 -4.022
H -4.629 0.026 -4.206
H -3.310 1.202 -4.140
H -6.295 0.232 -2.062
H -7.085 -0.954 0.166
H -7.330 0.735 0.578
H -6.398 -0.293 1.658
H -4.128 0.459 1.618
H -2.170 1.360 -2.070
H -3.096 2.214 2.789
H -3.829 2.984 1.362
H -2.783 3.912 2.430
H -0.434 1.778 2.762
H -0.560 3.531 2.734
H 0.455 2.740 1.547
H -2.368 3.559 -0.651
H -0.600 3.381 -0.541
H -1.430 4.587 0.433
N 0.045 0.431 -1.530
C 0.972 1.010 -1.981
C 1.970 1.786 -2.450
C 1.942 3.140 -1.997
N 1.843 4.218 -1.606
C 3.022 1.257 -3.249
N 3.868 0.833 -3.902
C -1.491 -2.649 -3.012
C -2.132 -3.389 -1.846
S -2.886 -2.217 -0.717
O -1.641 -1.493 -0.147
C -3.329 -3.336 0.621
C -3.688 -2.589 1.895
H -1.058 -3.371 -3.701
H -0.694 -1.992 -2.666
H -2.225 -2.055 -3.558
H -1.410 -3.967 -1.269
H -2.949 -4.040 -2.167
H -2.484 -4.011 0.759
H -4.177 -3.903 0.229
H -2.870 -1.945 2.216
H -3.874 -3.314 2.686
H -4.586 -1.990 1.761

=====

65
Properties=species:S:1:pos:R:3 method="wB97M-V/def2-TZVPD" de_lowest_ev=0.963 e_lumo_ev=-7.858 mol_weight_g_mol=767.32 charge=+2 homo_ev=-14.42 gap_ha=0.241
Ti -0.598 0.940 -0.104
C 0.111 0.492 3.929
C 0.126 2.007 3.839
S -0.727 2.561 2.343
C 0.030 4.175 2.077
C -0.483 4.707 0.754
S -0.401 3.595 -0.674
C 1.305 3.678 -1.264
C 2.353 3.037 -0.377
S 1.973 1.314 0.092
C 2.723 1.301 1.733
C 2.440 -0.034 2.392
S 0.685 -0.420 2.475
H -0.903 0.126 4.098
H 0.710 0.165 4.780
H 1.139 2.407 3.861
H -0.401 2.413 4.704
H 1.117 4.103 2.107
H -0.281 4.859 2.869
H 0.030 5.626 0.466
H -1.545 4.945 0.828
H 1.557 4.728 -1.424
H 1.271 3.215 -2.249
H 2.468 3.592 0.552
H 3.317 3.033 -0.886
H 2.341 2.141 2.308
H 3.797 1.436 1.594
H 2.868 -0.069 3.395
H 2.890 -0.846 1.818
O -2.902 -0.383 2.759
C -2.321 -0.612 1.758
O -2.012 0.444 0.885
C -1.766 -1.933 1.270
P -0.838 -1.637 -0.280
C 0.728 -2.515 -0.343
C 1.271 -3.196 0.745
C 2.524 -3.783 0.635
C 3.236 -3.692 -0.554
C 2.695 -3.016 -1.641
C 1.447 -2.424 -1.540
C -1.990 -2.285 -1.500
C -1.682 -3.433 -2.225
C -2.629 -3.967 -3.086
C -3.870 -3.362 -3.222
C -4.178 -2.223 -2.488
C -3.242 -1.681 -1.624
H -1.173 -2.366 2.073
H -2.597 -2.613 1.076
H 0.724 -3.307 1.672
H 2.933 -4.330 1.474
H 4.207 -4.160 -0.638
H 3.242 -2.956 -2.572
H 1.027 -1.905 -2.393
H -0.719 -3.913 -2.126
H -2.395 -4.859 -3.651
H -4.603 -3.780 -3.898
H -5.148 -1.756 -2.591
H -3.493 -0.790 -1.058
F 0.343 0.870 -1.932
Sb -0.968 1.038 -3.482
F 0.474 1.059 -4.639
F -0.927 -0.819 -3.433
F -2.499 1.043 -4.502
F -1.901 1.129 -1.660
F -0.905 2.888 -3.306